## i
{"formula": "CH6S", "method": "wB97M-V/def2-TZVPD", "elements": ["C", "H", "H", "H", "H", "S", "H", "H"], "positions_angstrom": [[-1.052, 0.891, -0.741], [-1.251, 0.226, -1.588], [-1.029, 1.952, -0.968], [-1.789, 0.713, 0.030], [-0.074, 0.615, -0.334], [1.302, -1.894, 1.331], [1.651, -0.725, 1.884], [2.242, -1.777, 0.386]], "smiles": "C.S", "gap_ev": 10.73, "total_charge": 0}



## ii
{"formula": "CH6S", "method": "wB97M-V/def2-TZVPD", "elements": ["C", "H", "H", "H", "H", "S", "H", "H"], "positions_angstrom": [[1.464, -1.588, 1.236], [0.974, -1.186, 2.196], [1.770, -0.769, 0.633], [0.608, -1.959, 0.847], [2.169, -2.470, 1.329], [-1.857, 2.218, -1.874], [-2.977, 3.117, -1.304], [-2.152, 2.636, -3.063]], "smiles": "C.S", "gap_ev": 10.47, "total_charge": 0}



Last place for stability: ii



## i
{"formula": "C2H2S3", "method": "wB97M-V/def2-TZVPD", "elements": ["S", "C", "C", "S", "S", "H", "H"], "positions_angstrom": [[-0.642, 1.936, -0.555], [0.254, 0.484, -0.715], [0.083, -0.685, 0.048], [0.492, -1.966, -0.746], [-0.443, -0.784, 1.776], [1.188, 0.435, -1.481], [-0.931, 0.581, 1.672]], "smiles": "S=CC(=S)S", "gap_ev": 7.19, "total_charge": 0}



## ii
{"formula": "C2H2S3", "method": "wB97M-V/def2-TZVPD", "elements": ["C", "C", "S", "S", "S", "H", "H"], "positions_angstrom": [[1.385, -0.690, -0.305], [1.283, 0.431, 0.234], [-1.666, -1.495, 0.378], [-1.364, 1.753, 0.295], [-2.139, 0.221, -0.483], [1.332, -1.517, -0.869], [1.170, 1.297, 0.750]], "gap_ev": [7.02, 7.02], "total_charge": 0}



Last place for stability: ii



## i
{"formula": "C4H10N2OS", "method": "wB97M-V/def2-TZVPD", "elements": ["O", "C", "C", "C", "S", "N", "C", "N", "H", "H", "H", "H", "H", "H", "H", "H", "H", "H"], "positions_angstrom": [[0.488, 1.386, -1.096], [1.057, -0.124, -0.583], [-0.315, -0.775, -0.212], [0.775, -1.686, 0.029], [0.862, -3.402, -2.308], [-1.017, -0.152, 0.860], [-1.314, 1.288, 0.803], [-0.213, 2.110, 1.045], [1.720, 0.263, 0.176], [-0.945, -0.821, -1.090], [0.607, -2.727, -0.343], [1.834, -1.878, 0.143], [1.453, -0.449, -1.437], [-1.255, -0.930, 1.518], [-1.689, 1.433, -0.162], [-2.192, 1.421, 1.514], [0.490, 1.889, -0.211], [-0.346, 3.155, 1.354]], "gap_ev": [6.19, 6.22], "total_charge": 1, "multiplicity": 2}



## ii
{"formula": "C4H10N2OS", "method": "wB97M-V/def2-TZVPD", "elements": ["O", "C", "N", "C", "C", "S", "C", "N", "H", "H", "H", "H", "H", "H", "H", "H", "H", "H"], "positions_angstrom": [[2.081, 1.544, -0.223], [1.184, 0.706, -0.087], [1.188, -0.285, 0.803], [0.257, -1.418, 0.743], [-0.994, -1.247, 1.641], [-2.551, -1.184, 0.668], [0.050, 0.868, -0.979], [0.345, 1.689, -2.122], [1.993, -0.365, 1.407], [0.007, -1.669, -0.288], [0.788, -2.286, 1.131], [-0.968, -0.370, 2.266], [-1.063, -2.103, 2.304], [-2.846, 0.097, 0.923], [-0.860, 0.282, -0.987], [0.958, 1.228, -2.804], [-0.498, 2.029, -2.583], [0.929, 2.483, -1.811]], "gap_ev": [9.00, 6.50], "total_charge": 1, "multiplicity": 2}



Last place for stability: i



## i
{"formula": "C4H9NO", "method": "wB97M-V/def2-TZVPD", "elements": ["C", "C", "C", "N", "C", "H", "H", "H", "H", "H", "H", "H", "H", "H", "O"], "positions_angstrom": [[-0.485, 0.267, -2.324], [-0.142, 0.450, -0.820], [0.815, 1.220, -0.317], [1.068, 1.660, 1.005], [0.810, 2.759, 1.522], [0.307, 0.780, -3.008], [-1.459, 0.636, -2.563], [-0.154, -0.795, -2.586], [-1.153, 0.105, -0.224], [1.599, 1.600, -0.888], [0.338, 3.690, 1.019], [0.602, 2.770, 2.695], [-1.853, -5.494, 1.451], [-1.517, -4.742, 0.197], [-1.271, -4.794, 1.063]], "gap_ev": [9.12, 5.58], "total_charge": 1, "multiplicity": 2}



## ii
{"formula": "C4H9NO", "method": "wB97M-V/def2-TZVPD", "elements": ["C", "C", "C", "C", "O", "N", "H", "H", "H", "H", "H", "H", "H", "H", "H"], "positions_angstrom": [[-0.617, -0.531, -1.642], [-0.234, 0.258, -0.322], [0.953, -0.296, 0.452], [1.493, 0.654, 1.526], [2.473, 0.387, 2.141], [-1.410, 0.322, 0.458], [-1.285, -1.367, -1.400], [0.315, -0.966, -1.993], [-1.115, 0.131, -2.341], [-0.011, 1.295, -0.623], [1.718, -0.612, -0.252], [0.650, -1.196, 1.001], [0.894, 1.570, 1.721], [-2.266, 0.632, -0.002], [-1.560, -0.279, 1.277]], "gap_ev": [10.59, 5.43], "total_charge": 1, "multiplicity": 2}



Last place for stability: i



## i
{"formula": "C3H10O3S", "method": "wB97M-V/def2-TZVPD", "elements": ["O", "C", "C", "C", "S", "H", "H", "H", "H", "H", "H", "O", "H", "H", "O", "H", "H"], "positions_angstrom": [[-0.429, -1.115, 1.705], [0.511, -1.450, 1.039], [1.460, -0.503, 0.344], [0.772, 0.808, -0.044], [1.726, 1.798, -1.228], [0.769, -2.525, 0.943], [2.260, -0.335, 1.064], [1.778, -0.987, -0.577], [0.725, 1.478, 0.823], [-0.261, 0.684, -0.327], [1.514, 1.051, -2.313], [-4.071, 1.155, 1.746], [-3.804, 0.691, 2.550], [-4.810, 1.698, 2.044], [-0.738, -2.418, -1.979], [-0.767, -1.594, -2.482], [-1.666, -2.614, -1.809]], "smiles": "O=CCCS.O.O", "gap_ev": 9.64, "total_charge": 0}



## ii
{"formula": "C3H10O3S", "method": "wB97M-V/def2-TZVPD", "elements": ["O", "C", "C", "C", "S", "H", "H", "H", "H", "H", "H", "O", "H", "H", "O", "H", "H"], "positions_angstrom": [[0.661, -2.051, 1.350], [0.409, -2.023, 0.135], [-0.290, -0.801, -0.578], [0.378, 0.533, 0.008], [-0.499, 2.057, -0.655], [0.373, -2.994, -0.372], [-1.371, -0.780, -0.565], [0.047, -0.862, -1.710], [0.113, 0.486, 1.101], [1.389, 0.658, -0.357], [-0.035, 1.861, -1.881], [3.441, -1.309, 1.097], [4.149, -1.189, 1.740], [2.574, -1.285, 1.529], [-3.492, 1.141, -0.719], [-3.015, 1.869, -0.141], [-4.106, 0.826, -0.095]], "smiles": "O=CCCS.O.O", "gap_ev": 9.61, "total_charge": 0}



Last place for stability: ii



## i
{"formula": "C4H35NO14", "method": "wB97M-V/def2-TZVPD", "elements": ["N", "C", "C", "C", "C", "O", "H", "H", "H", "H", "H", "H", "H", "H", "H", "H", "H", "O", "H", "H", "O", "H", "H", "O", "H", "H", "O", "H", "H", "O", "H", "H", "O", "H", "H", "O", "H", "H", "O", "H", "H", "O", "H", "H", "O", "H", "H", "O", "H", "H", "O", "H", "H", "O"], "positions_angstrom": [[-2.219, -0.703, 0.682], [-1.206, 0.099, 1.036], [-0.712, 0.221, 2.470], [-1.150, 1.593, 2.971], [-1.214, -0.885, 3.371], [-0.707, 0.832, 0.148], [-2.499, -1.511, 1.247], [-2.443, -0.883, -0.317], [0.408, 0.236, 2.412], [-0.690, 2.407, 2.430], [-2.213, 1.733, 2.938], [-0.765, 1.723, 4.021], [-0.814, -0.795, 4.357], [-0.978, -1.913, 2.991], [-2.306, -0.849, 3.530], [-1.124, 0.732, -1.451], [-1.916, 0.201, -2.578], [-1.326, 0.875, -2.457], [-0.481, -2.987, 1.081], [-1.474, -3.633, 0.123], [-1.452, -3.277, 0.997], [1.777, 2.874, -1.082], [0.363, 3.143, -0.511], [1.306, 3.064, -0.256], [1.171, -0.551, -2.991], [0.087, 0.410, -3.250], [1.011, 0.170, -3.591], [2.411, 0.202, 2.470], [2.597, -0.146, 1.041], [2.643, -0.560, 1.931], [-1.353, 2.523, -1.789], [-1.635, 2.766, -0.352], [-1.244, 3.192, -1.069], [-0.003, -2.631, -1.814], [-0.563, -3.687, -2.774], [-0.759, -3.151, -2.014], [-2.024, -2.047, -2.155], [-3.478, -1.701, -2.730], [-2.757, -1.385, -2.224], [1.981, 1.432, -2.951], [2.585, 2.817, -3.093], [2.465, 2.108, -2.465], [0.970, 0.748, -0.155], [2.249, 1.048, -0.949], [1.875, 0.474, -0.414], [1.592, 2.280, 1.274], [2.614, 2.676, 2.452], [1.927, 1.999, 2.123], [1.222, -2.246, -0.060], [1.618, -1.877, 1.347], [1.128, -2.492, 0.841], [1.652, -0.842, -1.197], [2.359, -2.115, -1.874], [1.494, -1.712, -1.722]], "gap_ev": 10.40, "total_charge": 0}



## ii
{"formula": "C4H35NO14", "method": "wB97M-V/def2-TZVPD", "elements": ["C", "N", "C", "C", "O", "C", "O", "H", "H", "H", "H", "H", "H", "H", "H", "H", "H", "H", "H", "H", "O", "H", "H", "O", "H", "H", "O", "H", "H", "O", "H", "H", "O", "H", "H", "O", "H", "H", "O", "H", "H", "O", "H", "H", "O", "H", "H", "O", "H", "H", "O", "H", "H", "O"], "positions_angstrom": [[1.412, -1.369, -2.469], [1.473, -0.231, -1.536], [0.189, 0.455, -1.418], [0.128, 1.146, -0.031], [-1.296, 1.148, 0.347], [-0.168, 1.430, -2.596], [-1.496, 1.143, -3.032], [0.609, -2.098, -2.191], [2.367, -1.904, -2.470], [1.140, -1.039, -3.485], [2.195, 0.386, -1.943], [-0.587, -0.302, -1.307], [0.302, 2.257, -0.114], [0.601, 0.659, 0.829], [-1.460, 1.472, 1.265], [0.505, 1.390, -3.458], [-0.150, 2.463, -2.219], [-2.067, 1.826, -2.637], [-2.547, -3.993, -1.538], [-1.915, -2.676, -1.982], [-1.719, -3.619, -1.847], [0.182, 0.078, 3.146], [0.361, 0.874, 4.421], [0.268, 0.999, 3.464], [-2.524, -0.375, -2.253], [-3.165, -0.859, -1.021], [-2.882, -1.209, -1.885], [3.233, 2.184, -0.676], [2.519, 3.044, -1.766], [3.342, 2.599, -1.578], [-0.824, -2.783, 0.496], [-0.317, -3.534, -0.722], [-0.099, -3.356, 0.223], [-2.415, 2.078, -0.555], [-3.030, 3.372, -0.971], [-3.223, 2.425, -0.993], [-2.857, 2.182, 3.333], [-1.281, 1.710, 3.262], [-2.138, 1.881, 2.780], [-2.725, -0.966, 1.947], [-1.763, -0.470, 1.036], [-2.235, -1.325, 1.196], [3.038, 2.739, 1.395], [3.336, 1.266, 1.723], [3.196, 1.881, 0.976], [1.011, -1.618, 2.094], [-0.526, -1.981, 2.329], [0.260, -1.590, 2.726], [2.078, -1.101, 0.129], [1.755, -2.567, 0.374], [2.101, -1.788, 0.841], [4.026, -0.936, 2.777], [2.626, -0.654, 2.370], [3.394, -0.216, 2.783]], "gap_ev": 9.67, "total_charge": 0}



Last place for stability: ii



## i
{"formula": "C6H15N", "method": "wB97M-V/def2-TZVPD", "elements": ["C", "C", "C", "N", "C", "C", "C", "H", "H", "H", "H", "H", "H", "H", "H", "H", "H", "H", "H", "H", "H", "H"], "positions_angstrom": [[-0.793, -1.892, -0.647], [-1.969, -2.176, -1.510], [-0.157, -0.440, -1.031], [1.082, -0.009, -0.336], [-0.390, 1.618, 1.085], [0.846, 0.747, 0.944], [2.040, 1.591, 1.316], [0.072, -2.504, -0.919], [-0.876, -1.641, 0.442], [-2.649, -2.977, -1.251], [-1.684, -2.411, -2.536], [-2.333, -1.104, -1.650], [-0.110, -0.306, -2.137], [-0.905, 0.296, -0.683], [2.027, 0.253, -0.651], [-1.351, 1.179, 1.405], [-0.550, 2.189, 0.180], [-0.222, 2.303, 1.929], [0.839, -0.006, 1.720], [2.077, 1.554, 2.447], [2.019, 2.598, 0.941], [2.987, 1.139, 0.943]], "gap_ev": [12.57, 8.05], "total_charge": 1, "multiplicity": 2}



## ii
{"formula": "C6H15N", "method": "wB97M-V/def2-TZVPD", "elements": ["C", "C", "C", "N", "C", "C", "C", "H", "H", "H", "H", "H", "H", "H", "H", "H", "H", "H", "H", "H", "H", "H"], "positions_angstrom": [[1.768, 1.041, 1.052], [1.751, 2.183, 2.132], [0.343, 0.882, 0.476], [0.404, -0.164, -0.533], [-0.028, -1.567, -0.841], [-1.258, -1.471, -1.807], [-2.511, -1.238, -1.051], [1.924, 0.161, 1.705], [2.547, 0.984, 0.304], [2.337, 1.816, 3.001], [0.756, 2.488, 2.442], [2.145, 3.040, 1.577], [-0.193, 0.515, 1.354], [-0.146, 1.798, 0.168], [0.747, 0.157, -1.437], [0.803, -2.182, -1.207], [-0.271, -1.953, 0.134], [-1.345, -2.449, -2.346], [-1.134, -0.779, -2.625], [-2.777, -1.894, -0.228], [-2.487, -0.276, -0.554], [-3.377, -1.091, -1.714]], "gap_ev": [12.38, 8.42], "total_charge": 1, "multiplicity": 2}



Last place for stability: i



## i
{"formula": "C3H8N2S", "method": "wB97M-V/def2-TZVPD", "elements": ["C", "C", "C", "N", "N", "S", "H", "H", "H", "H", "H", "H", "H", "H"], "positions_angstrom": [[-0.936, 1.624, -0.252], [-0.446, -1.113, 1.194], [0.073, 0.615, -0.798], [2.434, -2.540, -1.655], [1.886, -1.865, -2.341], [0.945, -0.160, 0.503], [-1.043, 2.481, -0.914], [-0.659, 1.916, 0.755], [-1.971, 1.408, -0.292], [-0.741, -1.587, 0.282], [-1.273, -0.553, 1.615], [-0.080, -1.766, 1.899], [0.820, 0.840, -1.621], [0.991, 0.699, 1.625]], "gap_ev": 7.76, "total_charge": 0}



## ii
{"formula": "C3H8N2S", "method": "wB97M-V/def2-TZVPD", "elements": ["C", "N", "C", "S", "N", "C", "H", "H", "H", "H", "H", "H", "H", "H"], "positions_angstrom": [[-0.978, -1.415, -0.179], [0.450, -1.287, 0.095], [1.225, -0.208, -0.155], [2.914, -0.220, 0.019], [0.595, 0.939, -0.651], [-0.421, 1.592, 0.328], [-1.544, -1.297, 0.775], [-1.266, -0.628, -0.925], [-1.197, -2.442, -0.597], [0.929, -2.014, 0.631], [1.268, 1.595, -0.911], [-1.298, 1.846, -0.319], [-0.671, 1.007, 1.203], [-0.006, 2.531, 0.686]], "smiles": "CNC(=S)NC", "gap_ev": 8.77, "total_charge": 0}



Last place for stability: i